Entry 1:
Here is a gas-phase ion, C5H11N2 (charge +1) from OMol25. Energies are from ωB97M-V/def2-TZVPD.

* net charge: +1
* frontier orbital gap: 11.236 eV
* HOMO: -14.29 eV
* structure (SMILES): [NH2+]=CCCN1CC1
* relative energy (zero: lowest compared OMol25 entry of this formula, charge and spin): 3.068 eV

Last column: Löwdin charge in e.
CARTESIAN COORDINATES (ANGSTROEM)
C  1.77  0.01  1.24  -0.052
C  -0.96  -0.87  -1.21  -0.053
C  0.49  0.67  1.59  -0.066
C  -0.24  -1.33  0.19  -0.077
C  -0.19  0.42  -1.40  -0.129
N  -0.91  1.47  -1.16  0.179
N  0.60  -0.10  0.34  -0.143
H  2.54  0.59  0.96  0.072
H  2.15  -0.94  1.80  0.166
H  -1.04  -1.61  -1.94  0.103
H  -1.98  -0.67  -0.99  0.099
H  -0.22  0.23  2.31  0.135
H  0.58  1.71  1.29  0.117
H  -1.02  -1.49  0.94  0.119
H  0.14  -2.29  -0.05  0.111
H  -0.60  2.34  -1.29  0.086
H  -1.76  1.19  -0.59  0.180
H  0.63  0.69  -2.03  0.153

***

Entry 2:
Here is a gas-phase ion, C5H11N2 (charge +1) from OMol25. Energies are from ωB97M-V/def2-TZVPD.

* net charge: +1
* frontier orbital gap: 8.638 eV
* HOMO: -13.47 eV
* structure (SMILES): C=NCC[N+](=C)C
* relative energy (zero: lowest compared OMol25 entry of this formula, charge and spin): 1.650 eV

Last column: Löwdin charge in e.
CARTESIAN COORDINATES (ANGSTROEM)
C  1.19  -0.21  0.44  -0.209
C  3.46  0.11  -0.10  -0.016
C  -0.02  -0.43  -0.50  -0.096
C  -1.18  1.58  0.02  0.204
C  -2.45  -0.43  -0.07  0.010
N  2.27  0.47  -0.26  -0.048
N  -1.23  0.32  -0.16  -0.159
H  0.90  0.44  1.27  0.122
H  1.51  -1.17  0.86  0.121
H  3.78  -0.72  0.54  0.090
H  4.23  0.65  -0.64  0.081
H  0.29  -0.13  -1.51  0.144
H  -0.28  -1.49  -0.52  0.131
H  -2.07  2.15  0.26  0.132
H  -0.23  2.10  -0.08  0.133
H  -2.60  -1.00  -0.99  0.123
H  -2.38  -1.15  0.75  0.125
H  -3.30  0.22  0.10  0.112

***

Entry 3:
Here is a gas-phase ion, C5H11N2 (charge +1) from OMol25. Energies are from ωB97M-V/def2-TZVPD.

* net charge: +1
* frontier orbital gap: 10.486 eV
* HOMO: -14.13 eV
* structure (SMILES): [H]/N=C1/C[NH2+]C[C@H]1C
* relative energy (zero: lowest compared OMol25 entry of this formula, charge and spin): 1.624 eV

Last column: Löwdin charge in e.
CARTESIAN COORDINATES (ANGSTROEM)
C  0.36  1.07  0.13  -0.317
C  -1.05  1.27  -0.34  -0.068
C  -0.76  -1.01  0.11  -0.085
C  0.56  -0.43  0.50  -0.277
C  1.72  -1.12  -0.22  -0.025
N  1.13  2.07  0.07  0.193
N  -1.79  0.10  0.19  0.047
H  -1.47  2.25  0.04  0.163
H  -1.24  1.12  -1.48  0.184
H  -0.61  -1.22  -1.04  0.181
H  -1.24  -1.82  0.49  0.109
H  0.70  -0.52  1.54  0.131
H  2.27  -0.38  -0.76  0.066
H  1.47  -1.92  -0.90  0.083
H  2.48  -1.46  0.59  0.123
H  2.15  1.92  0.20  0.099
H  -2.12  0.11  1.26  0.258
H  -2.56  -0.02  -0.37  0.133

***

Entry 4:
Here is a gas-phase ion, C5H11N2 (charge +1) from OMol25. Energies are from ωB97M-V/def2-TZVPD.

* net charge: +1
* frontier orbital gap: 9.393 eV
* HOMO: -13.44 eV
* structure (SMILES): CC(=[NH2+])C1(N)CC1
* relative energy (zero: lowest compared OMol25 entry of this formula, charge and spin): 2.185 eV

Last column: Löwdin charge in e.
CARTESIAN COORDINATES (ANGSTROEM)
C  -0.31  -0.46  -0.59  -0.080
C  0.64  0.31  1.61  -0.025
C  0.14  1.44  0.77  -0.087
C  0.73  0.32  0.04  -0.498
C  -1.88  -1.02  0.09  0.089
N  -0.24  -0.81  -1.81  0.247
N  1.90  0.40  -0.71  0.097
H  1.47  0.64  2.24  0.117
H  -0.02  -0.39  2.16  0.111
H  -0.96  1.58  0.85  0.121
H  0.55  2.52  0.83  0.166
H  -2.65  -0.28  -0.23  0.096
H  -1.79  -1.19  1.18  0.068
H  -2.07  -1.95  -0.43  0.060
H  -0.91  -1.32  -2.34  0.144
H  2.41  -0.43  -1.00  0.109
H  2.59  1.05  -0.24  0.143
H  0.42  -0.43  -2.42  0.121